Model P:
The following is a quantum chemistry calculation of 2 unconnected molecules or ions with the total composition C2H7S3, from the OMol25 dataset.

```
12
C2H7S3 | the OMol25 dataset | wB97M-V/def2-TZVPD
C 2.06 -1.19 -2.18
S 2.19 -2.30 -3.62
H 3.04 -1.04 -1.74
H 1.47 -1.69 -1.43
H 1.64 -0.24 -2.48
C -2.25 1.23 3.22
S -2.05 2.49 1.94
S -2.19 1.37 0.20
H -1.91 0.30 2.79
H -1.61 1.37 4.10
H -3.27 1.11 3.57
H 2.88 -1.42 -4.37
```

The spin multiplicity is 1. The charge is -1.

Model Q:
The following is a quantum chemistry calculation of 2 unconnected molecules or ions with the total composition C2H7S3, from the OMol25 dataset.

```
12
C2H7S3 | the OMol25 dataset | wB97M-V/def2-TZVPD
C -0.47 -1.13 1.69
S -1.66 0.21 1.85
H -0.87 -2.05 1.28
H 0.01 -1.21 2.66
H 0.30 -0.87 0.96
C 0.84 1.25 -1.12
S 1.64 -0.12 -1.94
S 0.15 -0.82 -3.13
H 0.12 0.77 -0.46
H 1.58 1.86 -0.59
H 0.30 1.94 -1.77
H -1.94 0.17 0.55
```

The spin multiplicity is 1. The charge is -1.

Quick look at relative energies in hartree: model P 0.0022; model Q 0.0000.

Model P:
The following is a quantum chemistry calculation of 2 unconnected molecules or ions with the total composition C2HF3O2, from the OMol25 dataset.

```
8
C2HF3O2 | the OMol25 dataset | wB97M-V/def2-TZVPD
C -1.56 -0.55 -0.12
C 0.58 0.29 -0.21
O -1.87 -1.64 -0.42
O 1.55 -0.53 0.32
F -2.13 0.26 0.67
F 0.63 0.64 -1.51
F 0.49 1.44 0.56
H 2.31 0.09 0.70
```

The spin multiplicity is 1.

Model Q:
The following is a quantum chemistry calculation of 2 unconnected molecules or ions with the total composition C2HF3O2, from the OMol25 dataset.

```
8
C2HF3O2 | the OMol25 dataset | wB97M-V/def2-TZVPD
C -1.83 -0.82 -0.62
C 1.93 -0.05 0.53
O -2.81 -0.10 -0.82
O 1.98 -0.66 -0.44
F -0.73 0.03 -0.28
F 1.78 -0.49 1.74
F 2.32 1.16 0.73
H -2.66 0.93 -0.85
```

The spin multiplicity is 1.

Quick look at relative energies in hartree: model P 0.0193; model Q 0.0000.

Model P:
The following is a quantum chemistry calculation of C4H5NOS2 in the gas phase, from the OMol25 dataset.

```
13
C4H5NOS2 | the OMol25 dataset | wB97M-V/def2-TZVPD
O -2.99 -0.54 -0.42
C -1.89 -0.69 0.08
N -0.89 -1.56 -0.22
C 0.18 -0.88 0.51
C 1.33 -0.36 -0.36
S 2.95 -0.18 -0.07
C -0.87 0.23 0.80
S -0.48 1.83 -0.10
H -0.81 -2.48 -0.58
H 0.56 -1.36 1.45
H 1.13 0.31 -1.33
H -0.80 0.26 1.93
H -1.87 2.41 -0.01
```

The spin multiplicity is 1. Its SMILES is O=C1N[C@@H](C=S)[C@H]1S.

Model Q:
The following is a quantum chemistry calculation of C4H5NOS2 in the gas phase, from the OMol25 dataset.

```
13
C4H5NOS2 | the OMol25 dataset | wB97M-V/def2-TZVPD
S 0.50 2.64 1.36
C 0.55 1.71 -0.02
C 0.88 0.16 -0.13
C -0.17 -0.55 -1.06
N -1.17 -0.70 0.02
C -0.49 -0.96 1.23
S -1.05 -1.69 2.63
O 0.77 -0.53 1.08
H 0.33 2.27 -1.09
H 1.89 0.01 -0.40
H 0.36 -1.44 -1.59
H -0.33 0.14 -1.95
H -2.06 -1.05 -0.07
```

The spin multiplicity is 1. Its SMILES is S=C[C@@H]1CNC(=S)O1.

Quick look at relative energies in hartree: model P 0.0206; model Q 0.0000.

Model P:
The following is a quantum chemistry calculation of 2 unconnected molecules or ions with the total composition C2H6FP, from the OMol25 dataset.

```
10
C2H6FP | the OMol25 dataset | wB97M-V/def2-TZVPD
C 1.85 -0.37 0.21
C -0.57 -0.27 0.10
F 2.22 0.87 -0.11
P -0.52 1.52 0.06
H 2.07 -1.08 -0.58
H 2.08 -0.64 1.23
H -0.75 -0.86 -0.78
H -0.75 -0.73 1.06
H -1.87 1.78 0.27
H -0.65 1.65 -1.33
```

The spin multiplicity is 1.

Model Q:
The following is a quantum chemistry calculation of 2 unconnected molecules or ions with the total composition C2H6FP, from the OMol25 dataset.

```
10
C2H6FP | the OMol25 dataset | wB97M-V/def2-TZVPD
C 0.08 -0.45 1.55
C -0.20 0.18 -1.83
F -0.76 -1.06 -1.97
P -0.64 1.10 1.06
H 1.10 -0.42 2.09
H 0.27 -0.95 0.60
H -0.54 -0.98 2.15
H -0.63 0.85 -2.55
H 0.82 0.02 -1.83
H 0.51 1.71 0.73
```

The spin multiplicity is 1.

Quick look at relative energies in hartree: model P 0.0000; model Q 0.0052.

Model P:
The following is a quantum chemistry calculation of 11 unconnected molecules or ions with the total composition C6H33NO11, from the OMol25 dataset.

```
51
C6H33NO11 | the OMol25 dataset | wB97M-V/def2-TZVPD
C -2.44 2.75 0.89
N -1.85 1.73 0.01
C -0.73 1.03 0.55
C 0.21 0.47 -0.23
C 1.18 -0.49 0.34
C 2.00 -1.30 -0.71
C 1.11 -1.98 -1.76
O 0.08 -2.72 -1.18
H -1.91 3.71 0.97
H -2.54 2.33 1.94
H -3.51 2.98 0.57
H -1.73 2.06 -0.93
H -0.75 0.88 1.63
H 0.29 0.61 -1.29
H 0.68 -1.21 1.00
H 1.87 0.02 1.04
H 2.67 -2.10 -0.15
H 2.67 -0.64 -1.20
H 1.69 -2.75 -2.32
H 0.63 -1.25 -2.45
H -0.79 -2.21 -1.22
O 1.20 1.07 -3.47
H 1.62 1.28 -4.27
H 1.83 1.38 -2.76
O 0.65 -0.09 3.34
H 0.66 0.13 4.27
H 1.28 -0.82 3.19
O -1.41 -1.62 2.57
H -0.82 -0.93 2.92
H -0.88 -2.32 2.15
O 0.17 -3.43 1.35
H -0.24 -4.28 1.35
H 0.17 -3.14 0.43
O -3.36 -0.88 0.92
H -2.73 -1.16 1.55
H -3.21 0.09 0.77
O -0.79 2.64 -2.63
H -0.15 2.03 -3.07
H -1.15 3.12 -3.38
O -2.19 -1.31 -1.44
H -2.72 -1.32 -0.61
H -1.87 -0.41 -1.49
O 2.74 1.97 -1.47
H 2.14 2.68 -1.18
H 2.71 1.40 -0.73
O 0.76 3.62 -0.68
H 0.14 3.37 -1.44
H 0.42 3.09 0.07
O 2.02 -2.37 2.97
H 1.38 -2.82 2.37
H 2.81 -2.90 2.94
```

The spin multiplicity is 1. Its SMILES is CN/C=C/CCCO.O.O.O.O.O.O.O.O.O.O.

Model Q:
The following is a quantum chemistry calculation of 10 unconnected molecules or ions with the total composition C6H33NO11, from the OMol25 dataset.

```
51
C6H33NO11 | the OMol25 dataset | wB97M-V/def2-TZVPD
C -11.77 -28.15 -9.76
O -12.48 -29.07 -10.56
C -13.33 -29.92 -9.83
C -14.00 -30.91 -10.76
N -13.01 -31.83 -11.31
C -13.51 -32.53 -12.48
C -12.45 -33.37 -13.14
O -11.42 -32.54 -13.63
C -10.38 -33.23 -14.27
H -10.87 -27.80 -10.27
H -11.57 -28.55 -8.76
H -12.39 -27.26 -9.60
H -14.13 -29.34 -9.36
H -12.75 -30.43 -9.05
H -14.47 -30.29 -11.55
H -14.82 -31.36 -10.21
H -12.25 -31.21 -11.58
H -13.93 -31.82 -13.20
H -14.29 -33.22 -12.16
H -12.93 -33.88 -14.00
H -12.06 -34.18 -12.51
H -10.77 -33.81 -15.12
H -9.84 -33.88 -13.58
H -9.71 -32.46 -14.63
O -16.23 -28.24 -10.74
H -15.97 -28.01 -11.66
H -16.80 -29.01 -10.83
O -15.94 -24.02 -9.45
H -15.60 -24.77 -8.94
H -16.59 -24.42 -10.03
O -14.15 -26.11 -11.30
H -14.48 -26.17 -12.20
H -14.76 -26.63 -10.77
O -15.43 -26.63 -8.63
H -15.82 -27.22 -9.31
H -15.30 -27.20 -7.86
O -15.64 -27.79 -13.42
H -15.19 -28.05 -14.23
H -16.49 -27.45 -13.70
O -15.81 -23.76 -12.59
H -16.70 -23.80 -12.22
H -15.87 -24.23 -13.42
O -17.75 -25.54 -10.86
H -18.19 -26.36 -10.59
H -18.12 -25.34 -11.72
O -12.74 -24.44 -13.43
H -12.29 -25.29 -13.49
H -13.01 -24.23 -14.32
O -12.32 -27.47 -12.97
H -11.58 -28.09 -13.00
H -12.65 -27.51 -12.06
```

The spin multiplicity is 1. Its SMILES is COCCNCCOC.O.O.O.O.O.O.O.O.O.

Quick look at relative energies in hartree: model P 0.0000; model Q 0.0946.

Model P:
The following is a quantum chemistry calculation of C4H2N2O in the gas phase, from the OMol25 dataset.

```
9
C4H2N2O | the OMol25 dataset | wB97M-V/def2-TZVPD
N -2.26 1.07 1.67
C -1.92 1.49 0.65
C -0.99 1.57 -0.40
C -0.04 0.84 -0.54
C 0.95 -0.22 -0.74
N 0.85 -1.26 0.14
O 1.73 -0.15 -1.66
H 0.23 -1.30 0.94
H 1.45 -2.04 -0.05
```

The spin multiplicity is 1. Its SMILES is N#CC#CC(N)=O.

Model Q:
The following is a quantum chemistry calculation of C4H2N2O in the gas phase, from the OMol25 dataset.

```
9
C4H2N2O | the OMol25 dataset | wB97M-V/def2-TZVPD
N 3.54 1.10 0.77
C 2.78 0.23 0.66
C 1.64 -0.54 0.63
C 0.44 -0.63 0.71
C -1.02 -0.70 0.66
N -1.62 0.50 0.45
O -1.59 -1.77 0.76
H -1.14 1.38 0.42
H -2.63 0.48 0.33
```

The spin multiplicity is 1. Its SMILES is N#CC#CC(N)=O.

Quick look at relative energies in hartree: model P 0.0314; model Q 0.0000.